50
Properties=species:S:1:pos:R:3:forces:R:3 method="wB97M-V/def2-TZVPD" s2=3.80 multiplicity=4 total_charge=+2 e_tot_ev=-68554.8141
O 2.7887 3.3221 2.7609 -0.54 -3.85 -0.68
C 2.6550 2.1985 2.5058 0.90 7.52 0.31
Cr 2.4279 0.2989 2.4200 2.66 -0.56 2.45
C 0.9341 0.6408 3.5220 -5.40 1.38 3.72
O 0.0898 0.9446 4.2645 2.79 -0.99 -2.36
C 3.4162 0.3317 4.0438 2.54 0.79 5.66
O 3.9359 0.5222 5.0731 -1.93 -1.00 -4.32
C 3.9154 -0.3291 0.9386 0.98 0.03 -1.23
C 2.8737 0.3797 0.3227 0.10 -0.38 -1.43
C 1.5281 -0.0180 0.5461 -0.14 0.71 -1.06
C 1.2210 -1.1381 1.3350 -2.06 -1.43 -1.01
C -0.1846 -1.4841 1.5610 2.65 0.64 -0.79
C -1.3637 -1.6182 1.5917 -2.69 -1.25 0.83
C -2.8060 -1.8652 1.8834 -1.14 -0.85 -0.46
C -3.6078 -0.5932 2.0782 -0.30 -0.06 1.46
C -4.8267 -0.6897 2.7926 -0.06 0.70 -0.89
C -5.7164 0.3953 2.7749 0.41 -0.05 -0.20
C -5.3549 1.5957 2.1315 0.07 -0.48 0.01
C -4.0706 1.7272 1.5916 -0.28 -0.07 0.29
C -3.1719 0.6521 1.6419 -0.23 0.25 -0.76
C 2.2547 -1.7684 2.0067 0.42 -1.45 0.03
C 3.6124 -1.3910 1.7987 0.49 -0.35 0.10
H 4.9658 -0.0184 0.7806 -0.77 -0.25 0.15
H 3.1008 1.2450 -0.3145 -0.22 -0.42 0.39
H 0.7360 0.5729 0.1190 -0.15 -0.11 -0.20
H -3.0283 -2.6521 2.5971 1.00 0.71 1.61
H -5.0864 -1.6029 3.3250 -0.03 0.06 -0.19
H -6.7053 0.2831 3.2200 0.33 0.14 0.03
H -6.0814 2.4114 2.0587 0.37 -0.31 0.06
H -3.7847 2.6602 1.0990 0.01 -0.29 0.35
H -2.1510 0.8009 1.2746 -0.43 -0.22 -0.08
H 2.0502 -2.5551 2.7111 -0.12 -0.20 0.07
H 4.4309 -1.9249 2.3109 -0.64 0.34 -0.25
C -1.2454 -4.1964 -1.1396 -1.03 0.34 0.65
Si -2.7565 -4.5395 -0.0467 1.27 -1.22 -0.40
C -3.8448 -5.8483 -0.9505 -0.26 1.39 0.47
C -2.2729 -5.1855 1.5916 0.09 -0.17 0.02
C -3.4498 -2.7293 0.7230 -0.16 -0.57 -4.73
N -4.9553 -3.0360 0.6317 -4.39 2.70 0.45
N -6.0896 -2.9973 0.5271 5.99 -0.86 0.55
H -0.6166 -5.0776 -1.1939 0.00 -0.28 0.10
H -1.5272 -3.9222 -2.1470 -0.01 0.17 -0.27
H -0.6851 -3.3997 -0.6760 0.43 0.35 -0.04
H -3.3603 -6.8197 -0.9986 0.54 0.07 0.30
H -4.7713 -6.0055 -0.4175 -0.44 -0.13 0.12
H -4.0834 -5.5852 -1.9724 -0.10 0.22 -0.25
H -1.6622 -6.0811 1.5027 0.01 -0.08 0.20
H -1.7158 -4.3931 2.0834 0.23 -0.14 0.36
H -3.1781 -5.4056 2.1549 0.03 -0.14 0.30
H -3.3078 -2.1250 -0.2173 -0.79 -0.34 0.55